[1]
Density functional theory data (the ωB97M-V functional and the def2-TZVPD basis) for a 3-piece molecular cluster, C10H24BFIO10P3S overall in a non-equilibrium geometry.

Cartesian coordinates (Å):
I -0.219 -0.815 1.407
S 4.868 1.224 -0.887
P -1.035 -2.218 -4.544
P 5.152 0.867 1.030
P -3.211 3.288 3.808
F 6.292 -3.721 2.067
O -2.784 1.854 3.097
O -0.628 -3.720 -5.148
O -0.613 -0.727 -3.972
O 7.202 -1.787 1.649
O -2.801 3.085 5.229
O -1.296 -1.563 -5.998
O -4.205 4.623 3.924
O 2.102 -1.607 -0.278
O -2.086 4.036 2.922
O -2.284 -2.524 -3.783
C -5.583 4.342 4.240
C 0.150 -4.549 -4.262
C -2.056 5.441 2.691
C -1.361 -2.309 -7.209
C 0.100 -0.724 -2.717
C 6.256 -2.494 1.518
C 5.013 -2.176 0.757
C 2.862 -0.825 1.857
C -3.754 0.799 3.258
C 1.832 -1.174 0.784
B 4.319 -0.846 1.227
H -1.232 5.642 2.009
H -0.517 -1.171 -1.934
H -5.652 3.836 5.205
H -0.405 -4.738 -3.341
H 2.587 0.160 2.225
H -6.040 3.727 3.463
H -6.114 5.289 4.293
H 0.339 -5.493 -4.767
H 5.325 -2.024 -0.279
H -0.446 -2.872 -7.376
H -2.976 5.784 2.224
H -3.382 -0.091 2.757
H -2.221 -2.979 -7.205
H 0.325 0.305 -2.453
H 2.746 -1.545 2.667
H 1.105 -4.077 -4.030
H 4.332 -3.018 0.762
H -1.478 -1.598 -8.025
H 4.417 1.822 1.765
H 6.500 0.884 1.439
H -3.900 0.580 4.318
H 1.034 -1.277 -2.810
H -4.702 1.092 2.805
H -1.879 5.981 3.621

Properties
SMILES: O=C(F)CB(CC(=O)I)[PH2]=S.COP(=O)(OC)OC.COP(=O)(OC)OC
Multiplicity: 1

[2]
Density functional theory data (the ωB97M-V functional and the def2-TZVPD basis) for a 4-piece molecular cluster, C10H24BN3O2P overall in a non-equilibrium geometry.

Cartesian coordinates (Å):
P -1.190 -0.018 -1.701
O -1.992 1.736 0.647
O -3.734 1.312 -1.219
N 5.139 3.072 -0.048
N -1.555 -3.560 -0.151
N -3.922 -3.205 5.350
C 2.588 0.911 -0.184
C -3.221 -4.241 5.190
C 1.527 2.102 -0.622
C -0.469 1.577 -2.465
C -2.193 -2.057 2.101
C 5.126 3.082 -2.828
C -1.844 -2.878 0.870
C -2.376 -5.490 4.998
C 1.128 1.824 -2.187
C 5.133 3.077 -1.309
B -2.368 1.097 -0.629
H -2.992 -6.298 4.592
H -4.271 1.825 -0.546
H 1.906 0.002 0.179
H -0.255 -0.045 -0.606
H -1.416 1.143 1.218
H 1.770 0.952 -2.689
H -1.558 -5.283 4.302
H -1.840 -1.177 -1.130
H -0.276 -0.887 -2.436
H -2.882 -2.617 2.740
H 3.203 0.487 -1.102
H 4.202 2.630 -3.199
H -1.957 -5.808 5.956
H 1.898 3.186 -0.385
H 1.437 2.806 -2.791
H 0.551 1.917 0.038
H -0.586 1.463 -3.647
H 5.193 4.109 -3.198
H -2.668 -1.119 1.801
H -1.285 -1.832 2.668
H 3.375 1.240 0.617
H 5.979 2.511 -3.207
H -1.147 2.518 -2.186
H -2.158 -0.064 -2.804

Properties
Total charge: -1
Multiplicity: 1

[3]
Density functional theory data (the ωB97M-V functional and the def2-TZVPD basis) for C10H24Br2ClF3N4O4SSn as an isolated structure in a non-equilibrium geometry.

Cartesian coordinates (Å):
Sn 0.373 -0.415 -0.057
Br -3.686 -2.774 -1.371
Br -1.805 -3.224 -3.903
Cl 0.537 -2.975 -0.756
S 3.080 1.806 0.846
F 5.523 1.351 1.404
F 5.130 1.379 -0.710
F 4.484 -0.305 0.472
O 3.266 3.196 0.676
O -2.374 0.474 2.419
O 2.216 1.210 -0.185
O 2.781 1.338 2.175
N -1.184 0.076 -2.017
N -0.399 -0.273 3.169
N 1.478 -0.308 -2.070
N -0.792 2.084 0.153
C -1.580 -0.453 2.553
C 1.055 0.812 -2.913
C -2.196 0.968 -1.539
C -0.473 0.564 -3.223
C -2.380 -3.961 -2.211
C -1.939 -1.887 2.064
C -1.642 2.280 -1.053
C 0.693 -1.186 3.328
C -0.118 1.084 3.656
C 4.648 1.024 0.489
H -1.296 1.971 1.036
H 1.611 -0.726 3.022
H 2.526 -0.181 -1.893
H 0.814 -1.459 4.358
H -1.665 -0.763 -2.352
H 0.572 -2.122 2.753
H -2.985 1.194 -2.326
H -0.964 2.637 -1.814
H -2.679 0.424 -0.726
H -1.247 -2.330 1.370
H -1.500 -4.019 -1.615
H 0.347 0.960 4.658
H -2.027 -2.482 2.998
H -0.917 1.513 -3.557
H -0.523 -0.143 -4.065
H -2.443 2.988 -0.917
H -2.908 -4.909 -2.358
H 1.657 0.880 -3.829
H 1.161 1.718 -2.377
H 0.602 1.593 3.007
H -0.065 2.737 0.367
H -1.077 1.548 3.707
H 1.256 -1.169 -2.515
H -2.950 -1.749 1.674

Properties
Energy relative to the best compared isomer or geometry (same formula, charge and spin), kcal per mole: 0.0
Multiplicity: 1

HOMO level
In order: -9.06; -2.54; -8.63
Unit: eV
Calculated total energy
In order: -2992.5144; -1076.1511; -7435.8178
Unit: Eh
HOMO-LUMO gap
In order: 7.91; 4.72; 8.72
Unit: eV